*w*
Below is a cluster of 9 separate species, C52H131N9O17 in total, with properties calculated with wB97M-V/def2-TZVPD.

Structure (ORCA input):
```
! RIJCOSX wB97M-V def2-TZVPD def2/J DEFGRID3
* xyz 0 1
C -2.24 -1.80 -0.40
O -1.93 -0.86 0.62
C -2.96 -0.61 1.57
C -2.59 0.52 2.61
C -1.17 0.37 3.20
N -3.45 0.54 3.74
H -3.27 -1.70 -0.74
H -2.16 -2.81 0.00
H -1.55 -1.80 -1.25
H -3.91 -0.43 1.07
H -3.05 -1.55 2.10
H -2.58 1.49 2.11
H -1.00 -0.53 3.78
H -1.07 1.22 3.88
H -0.37 0.43 2.46
H -3.21 -0.32 4.22
H -4.41 0.63 3.45
C 3.20 4.09 10.84
O 3.11 2.68 11.03
C 2.48 2.03 9.90
C 2.27 0.47 10.22
N 3.54 -0.27 10.38
C 3.38 -1.37 11.35
C 4.81 -1.96 11.59
O 5.81 -1.01 12.04
C 6.98 -1.64 12.58
H 3.73 4.53 11.69
H 2.22 4.54 10.65
H 3.77 4.26 9.93
H 3.07 2.09 8.99
H 1.58 2.61 9.71
H 1.53 0.01 9.57
H 1.73 0.55 11.17
H 4.13 0.47 10.73
H 2.78 -2.15 10.87
H 2.95 -1.07 12.30
H 5.24 -2.38 10.68
H 4.76 -2.76 12.33
H 6.78 -2.20 13.49
H 7.64 -0.83 12.88
H 7.46 -2.25 11.81
C -2.10 2.73 -7.66
O -0.98 2.84 -8.50
C -1.08 2.07 -9.74
C 0.34 1.98 -10.41
N 0.82 3.20 -11.01
C 1.05 4.37 -10.14
C 1.69 5.55 -10.82
O 2.88 5.11 -11.51
C 3.35 5.97 -12.58
H -2.12 3.60 -7.01
H -2.09 1.81 -7.07
H -3.02 2.78 -8.25
H -1.78 2.52 -10.44
H -1.35 1.02 -9.60
H 0.21 1.26 -11.22
H 1.11 1.60 -9.74
H 1.59 3.10 -11.65
H 1.70 4.06 -9.33
H 0.09 4.67 -9.71
H 1.89 6.33 -10.09
H 0.95 5.93 -11.52
H 2.58 6.06 -13.34
H 4.26 5.59 -13.05
H 3.59 6.98 -12.26
C -7.64 1.69 2.96
O -7.77 0.48 3.67
C -8.77 -0.46 3.13
C -9.01 -1.77 3.98
N -7.82 -2.51 3.81
C -7.67 -3.52 4.91
C -6.32 -4.23 4.76
O -5.27 -3.28 5.16
C -3.94 -3.80 5.09
H -6.74 1.58 2.34
H -7.41 2.46 3.69
H -8.50 1.98 2.36
H -8.61 -0.78 2.10
H -9.73 0.06 3.09
H -9.87 -2.33 3.60
H -9.22 -1.48 5.01
H -7.07 -1.84 3.79
H -8.54 -4.17 4.81
H -7.72 -2.99 5.86
H -6.05 -4.63 3.78
H -6.33 -5.09 5.42
H -3.88 -4.51 5.92
H -3.27 -2.95 5.24
H -3.69 -4.23 4.12
C -7.24 -10.98 -4.81
O -6.16 -11.03 -5.72
C -5.19 -12.00 -5.46
C -4.01 -12.00 -6.46
N -3.24 -10.73 -6.38
C -3.58 -9.70 -7.40
C -2.91 -8.41 -6.86
O -3.55 -7.84 -5.74
C -4.92 -7.44 -5.98
H -8.01 -10.35 -5.25
H -7.04 -10.70 -3.77
H -7.68 -11.98 -4.78
H -5.62 -12.99 -5.62
H -4.84 -11.96 -4.43
H -4.40 -12.09 -7.47
H -3.40 -12.89 -6.30
H -3.42 -10.26 -5.51
H -4.66 -9.59 -7.49
H -3.14 -9.98 -8.36
H -2.84 -7.72 -7.70
H -1.88 -8.68 -6.59
H -5.47 -8.38 -5.92
H -4.99 -6.97 -6.96
H -5.32 -6.72 -5.27
C 1.97 4.68 -2.72
O 2.57 5.80 -2.11
C 2.52 5.81 -0.72
C 3.72 6.73 -0.21
N 3.80 8.01 -0.88
C 4.94 8.78 -0.33
C 5.01 10.19 -0.92
O 4.95 10.21 -2.38
C 5.48 11.39 -2.96
H 2.09 4.87 -3.78
H 0.93 4.57 -2.41
H 2.48 3.76 -2.43
H 2.61 4.78 -0.37
H 1.57 6.25 -0.42
H 4.73 6.36 -0.40
H 3.62 6.74 0.88
H 4.00 7.88 -1.86
H 5.87 8.23 -0.49
H 4.93 8.99 0.74
H 5.99 10.58 -0.62
H 4.21 10.78 -0.49
H 4.92 12.28 -2.68
H 5.43 11.37 -4.05
H 6.55 11.50 -2.79
C 3.90 0.71 -15.34
O 3.35 -0.51 -15.01
C 4.29 -1.59 -15.04
C 3.61 -2.84 -14.53
N 3.68 -2.85 -13.04
C 3.15 -4.06 -12.46
C 3.28 -3.98 -10.98
O 2.45 -2.89 -10.52
C 2.51 -2.62 -9.13
H 3.21 1.56 -15.34
H 4.33 0.80 -16.34
H 4.67 0.89 -14.59
H 5.24 -1.33 -14.57
H 4.45 -1.79 -16.10
H 4.18 -3.65 -14.99
H 2.60 -2.96 -14.92
H 3.20 -2.07 -12.61
H 3.74 -4.89 -12.85
H 2.12 -4.19 -12.78
H 4.30 -3.88 -10.62
H 2.98 -4.96 -10.60
H 1.86 -1.76 -9.01
H 3.58 -2.51 -8.98
H 2.17 -3.53 -8.63
C 6.81 -3.64 4.25
O 7.73 -4.28 3.39
C 8.75 -4.89 4.12
C 9.87 -5.52 3.17
N 10.94 -4.58 2.76
C 10.37 -3.33 2.22
C 11.54 -2.50 1.66
O 12.22 -3.29 0.66
C 13.35 -2.69 -0.04
H 6.20 -2.98 3.63
H 7.21 -2.95 5.00
H 6.22 -4.38 4.79
H 8.29 -5.73 4.65
H 9.25 -4.29 4.88
H 9.42 -6.01 2.31
H 10.30 -6.36 3.72
H 11.45 -4.93 1.96
H 9.89 -2.82 3.05
H 9.64 -3.45 1.42
H 12.10 -2.27 2.57
H 11.12 -1.56 1.29
H 14.15 -2.29 0.59
H 13.00 -1.91 -0.71
H 13.91 -3.47 -0.56
C -10.00 8.66 13.22
O -10.69 7.92 12.27
C -10.95 6.54 12.71
C -9.75 5.63 12.87
N -9.09 5.44 11.64
C -7.79 4.75 11.65
C -7.10 4.86 10.28
O -6.60 6.10 10.16
C -5.96 6.39 8.92
H -10.28 8.60 14.27
H -10.13 9.72 12.99
H -8.94 8.41 13.23
H -11.49 6.18 11.84
H -11.58 6.44 13.60
H -10.02 4.69 13.36
H -9.04 6.06 13.57
H -8.85 6.36 11.31
H -7.89 3.69 11.87
H -7.08 5.20 12.36
H -7.79 4.61 9.48
H -6.25 4.17 10.24
H -5.53 7.39 8.98
H -6.77 6.41 8.19
H -5.25 5.61 8.65
*
```

- HOMO energy: -0.2990 hartree
- LUMO: 0.666 eV
- SMILES: COC[C@H](C)N.COCCNCCOC.COCCNCCOC.COCCNCCOC.COCCNCCOC.COCCNCCOC.COCCNCCOC.COCCNCCOC.COCCNCCOC
- Gap between HOMO and LUMO: 8.80 eV



*x*
Below is a cluster of 9 separate species, C52H131N9O17 in total, with properties calculated with wB97M-V/def2-TZVPD.

Structure (ORCA input):
```
! RIJCOSX wB97M-V def2-TZVPD def2/J DEFGRID3
* xyz 0 1
C 0.01 0.97 -2.57
O 0.32 1.07 -1.22
C 0.77 -0.11 -0.58
C -0.16 -1.33 -0.65
C -1.52 -1.03 -0.05
N 0.44 -2.41 0.13
H 0.81 0.53 -3.19
H -0.24 1.95 -2.99
H -0.88 0.37 -2.81
H 1.77 -0.39 -0.96
H 0.95 0.18 0.45
H -0.29 -1.65 -1.69
H -1.44 -0.84 1.02
H -2.21 -1.86 -0.21
H -1.99 -0.12 -0.46
H 0.81 -2.11 1.04
H 1.19 -2.80 -0.44
C 6.34 -1.21 0.48
O 5.66 -2.46 0.42
C 4.61 -2.41 -0.52
C 3.73 -3.63 -0.33
N 2.69 -3.77 -1.35
C 2.23 -5.15 -1.35
C 1.07 -5.30 -2.32
O 1.59 -5.31 -3.64
C 0.64 -5.01 -4.64
H 6.81 -1.03 -0.50
H 7.08 -1.36 1.27
H 5.71 -0.36 0.74
H 5.07 -2.42 -1.52
H 3.99 -1.50 -0.50
H 3.27 -3.58 0.66
H 4.42 -4.49 -0.30
H 3.04 -3.52 -2.28
H 1.80 -5.41 -0.37
H 3.02 -5.86 -1.62
H 0.31 -4.52 -2.18
H 0.59 -6.28 -2.17
H 0.35 -3.96 -4.60
H -0.25 -5.65 -4.57
H 1.13 -5.26 -5.58
C -3.70 0.70 1.78
O -4.04 0.98 3.12
C -3.86 2.33 3.43
C -3.65 2.49 4.93
N -2.37 2.02 5.45
C -2.22 0.57 5.38
C -1.11 0.03 6.27
O 0.20 0.40 5.88
C 1.19 -0.06 6.77
H -2.64 0.95 1.67
H -4.27 1.12 0.95
H -3.71 -0.39 1.68
H -4.72 2.94 3.10
H -2.96 2.78 2.99
H -4.45 2.10 5.57
H -3.76 3.55 5.20
H -1.62 2.38 4.85
H -2.10 0.15 4.38
H -3.09 0.13 5.88
H -1.18 -1.07 6.28
H -1.30 0.38 7.30
H 2.16 0.36 6.53
H 1.22 -1.15 6.86
H 0.91 0.36 7.75
C 6.12 7.47 -0.24
O 5.05 6.77 -0.89
C 5.52 5.72 -1.69
C 4.33 4.92 -2.17
N 3.82 4.04 -1.11
C 2.54 3.42 -1.48
C 1.28 4.28 -1.41
O 0.79 4.79 -0.16
C 1.67 5.42 0.75
H 6.68 6.73 0.34
H 5.65 8.23 0.37
H 6.80 7.90 -0.99
H 6.28 5.08 -1.20
H 6.11 6.15 -2.52
H 4.47 4.31 -3.06
H 3.62 5.74 -2.39
H 3.61 4.68 -0.36
H 2.37 2.52 -0.88
H 2.60 3.06 -2.51
H 0.43 3.74 -1.83
H 1.41 5.18 -2.02
H 2.25 4.65 1.26
H 1.07 5.95 1.49
H 2.30 6.17 0.27
C 4.57 0.87 -2.70
O 4.80 -0.11 -3.67
C 3.65 -0.54 -4.35
C 3.99 -1.80 -5.12
N 4.15 -2.91 -4.15
C 4.86 -4.05 -4.72
C 5.35 -4.93 -3.62
O 6.47 -4.30 -3.01
C 7.36 -5.13 -2.30
H 3.98 0.45 -1.88
H 4.13 1.77 -3.15
H 5.51 1.24 -2.29
H 3.26 0.23 -5.02
H 2.88 -0.80 -3.61
H 4.87 -1.66 -5.75
H 3.10 -2.12 -5.68
H 4.78 -2.53 -3.44
H 5.73 -3.77 -5.34
H 4.27 -4.63 -5.44
H 5.67 -5.92 -3.98
H 4.60 -5.17 -2.86
H 6.96 -5.31 -1.31
H 8.34 -4.67 -2.29
H 7.47 -6.07 -2.86
C -7.96 -0.57 -5.67
O -6.80 -0.09 -6.26
C -5.96 0.55 -5.32
C -4.61 0.89 -5.94
N -4.03 -0.23 -6.67
C -3.57 -1.38 -5.90
C -2.61 -0.96 -4.78
O -2.01 -2.11 -4.19
C -2.71 -2.57 -3.06
H -7.82 -1.21 -4.79
H -8.50 -1.16 -6.41
H -8.68 0.21 -5.40
H -5.81 -0.14 -4.47
H -6.46 1.41 -4.85
H -3.92 1.17 -5.14
H -4.75 1.71 -6.64
H -4.56 -0.52 -7.47
H -2.94 -1.97 -6.58
H -4.41 -1.97 -5.53
H -3.18 -0.44 -4.00
H -1.78 -0.34 -5.13
H -3.70 -2.99 -3.26
H -2.74 -1.80 -2.28
H -2.16 -3.40 -2.61
C 2.13 -0.54 3.02
O 1.57 -1.80 2.73
C 0.96 -2.44 3.85
C 1.05 -3.95 3.67
N 0.03 -4.48 2.78
C 0.15 -5.92 2.64
C -0.49 -6.45 1.36
O -1.89 -6.57 1.54
C -2.68 -5.52 1.01
H 1.45 0.16 3.52
H 2.38 -0.02 2.09
H 3.06 -0.72 3.57
H -0.08 -2.09 3.92
H 1.48 -2.16 4.77
H 0.91 -4.45 4.62
H 2.05 -4.08 3.21
H -0.12 -3.94 1.93
H -0.32 -6.40 3.50
H 1.21 -6.23 2.61
H -0.14 -7.47 1.13
H -0.28 -5.83 0.48
H -2.27 -4.58 1.40
H -3.72 -5.65 1.28
H -2.69 -5.59 -0.09
C -6.23 -2.47 -0.64
O -6.32 -1.07 -0.63
C -7.34 -0.63 -1.51
C -7.25 0.87 -1.65
N -5.96 1.30 -2.16
C -5.70 2.71 -1.87
C -4.30 3.07 -2.34
O -3.35 2.41 -1.53
C -2.25 3.23 -1.17
H -5.52 -2.82 -1.39
H -7.20 -2.96 -0.82
H -5.89 -2.86 0.32
H -8.32 -0.92 -1.11
H -7.18 -1.13 -2.47
H -7.52 1.27 -0.66
H -8.02 1.27 -2.31
H -5.23 0.86 -1.60
H -5.74 2.95 -0.79
H -6.42 3.40 -2.32
H -4.23 4.15 -2.20
H -4.18 2.87 -3.41
H -2.53 4.10 -0.58
H -1.68 3.54 -2.06
H -1.59 2.53 -0.65
C -0.67 6.44 9.75
O -0.63 5.14 9.18
C 0.27 5.00 8.10
C -0.06 3.65 7.48
N 0.88 3.23 6.45
C 0.86 4.12 5.26
C 1.27 3.41 3.97
O 0.16 2.75 3.41
C 0.41 2.30 2.10
H -0.61 6.33 10.83
H -1.65 6.88 9.54
H 0.10 7.12 9.39
H 1.30 4.96 8.49
H 0.24 5.82 7.38
H -1.11 3.49 7.24
H 0.17 2.94 8.29
H 0.66 2.31 6.08
H 1.52 4.97 5.45
H -0.14 4.58 5.13
H 2.04 2.66 4.22
H 1.72 4.21 3.38
H -0.28 1.49 1.85
H 1.42 1.92 1.93
H 0.29 3.09 1.35
*
```

- HOMO energy: -0.3031 hartree
- LUMO: 0.633 eV
- SMILES: COC[C@H](C)N.COCCNCCOC.COCCNCCOC.COCCNCCOC.COCCNCCOC.COCCNCCOC.COCCNCCOC.COCCNCCOC.COCCNCCOC
- Gap between HOMO and LUMO: 8.88 eV



If you had to bet on the most stable structure above, which would it be? Bet on *x*.